(1)
DFT (ωB97M-V/def2-TZVPD) results for an isolated ion of composition C5H14N2 and charge +1 in a non-equilibrium geometry.

CARTESIAN COORDINATES (ANGSTROEM)
1 N 1.26 0.22 -0.78
2 C -0.08 -0.29 -0.26
3 C -0.27 -0.02 1.18
4 C -0.13 1.43 1.59
5 C -1.16 2.46 1.09
6 C -0.06 -1.88 -0.71
7 N 0.46 -1.97 -2.03
8 H 1.92 0.22 0.07
9 H 1.38 -0.26 -1.66
10 H -0.94 0.02 -0.89
11 H -1.39 -0.33 1.34
12 H 0.46 -0.58 1.82
13 H 0.94 1.78 1.72
14 H -0.37 1.40 2.67
15 H -0.78 2.88 0.10
16 H -2.12 1.95 0.97
17 H -1.27 3.33 1.69
18 H 0.56 -2.59 0.05
19 H -1.21 -1.98 -0.52
20 H -0.33 -2.01 -2.71
21 H 1.35 -1.71 -2.32

Results
**ΔE to the lowest compared entry with this formula, charge and spin**: 2.567 eV
**Orbital gap (alpha / beta)**: 11.6193 / 6.3072 eV
**Total charge**: +1
**2S+1**: 2

(2)
DFT (ωB97M-V/def2-TZVPD) results for a single C6H12OSi molecule in a non-equilibrium geometry.

CARTESIAN COORDINATES (ANGSTROEM)
1 C 3.12 -1.28 -0.03
2 C 2.33 -0.44 0.33
3 C 1.40 0.63 0.55
4 O 1.73 1.75 -0.24
5 Si -0.71 0.04 0.13
6 C -1.70 1.64 0.20
7 C -1.13 -1.47 1.26
8 C -0.71 -0.45 -1.66
9 H 3.63 -2.13 -0.21
10 H 1.35 0.96 1.61
11 H 1.70 1.49 -1.10
12 H -2.76 1.77 -0.28
13 H -1.83 2.13 1.18
14 H -1.05 2.27 -0.42
15 H -0.17 -1.64 1.70
16 H -1.78 -1.32 2.11
17 H -1.52 -2.47 0.85
18 H 0.06 -1.20 -1.64
19 H -1.58 -0.75 -2.19
20 H -0.39 0.48 -2.16

Results
**SMILES**: C#C[C@@H](O)[Si](C)(C)C
**ΔE to the lowest compared entry with this formula, charge and spin**: 3.476 eV
**Orbital gap**: 9.6366 eV

(3)
DFT (ωB97M-V/def2-TZVPD) results for an isolated ion of composition C3N2O4 and charge -2 in a non-equilibrium geometry.

CARTESIAN COORDINATES (ANGSTROEM)
1 C -1.73 0.61 0.08
2 C -1.27 -0.60 0.19
3 C 1.46 0.68 0.03
4 N -2.62 1.37 0.06
5 N -0.29 -1.28 -0.14
6 O 2.43 1.18 -0.60
7 O 1.03 -0.50 -0.58
8 O 1.03 1.03 1.14
9 O -0.04 -2.48 -0.18

Results
**ΔE to the lowest compared entry with this formula, charge and spin**: 3.453 eV
**Orbital gap**: 6.9006 eV
**Total charge**: -2

(4)
DFT (ωB97M-V/def2-TZVPD) results for C9H16LiN7S2 as an isolated structure in a non-equilibrium geometry.

CARTESIAN COORDINATES (ANGSTROEM)
1 Li -0.75 -0.87 -0.23
2 N -2.12 -1.66 -1.04
3 C -3.27 -1.88 -1.15
4 N -4.43 -2.27 -1.34
5 C -5.60 -1.78 -1.15
6 N -6.69 -1.40 -1.01
7 C 0.80 2.71 1.76
8 N -0.59 2.41 1.53
9 C -1.38 3.26 0.67
10 C -2.68 2.46 0.48
11 N -2.27 1.14 0.90
12 C -1.09 1.16 1.55
13 S -0.38 -0.15 2.26
14 H 1.36 2.65 0.82
15 H 1.19 1.97 2.46
16 H 0.89 3.70 2.19
17 H -0.86 3.42 -0.28
18 H -1.56 4.23 1.14
19 H -3.02 2.45 -0.56
20 H -3.49 2.85 1.11
21 H -2.96 0.42 1.07
22 C 3.37 -0.61 1.02
23 N 3.18 -1.45 -0.14
24 C 2.21 -1.22 -1.04
25 S 1.33 0.20 -1.02
26 N 2.01 -2.11 -2.02
27 C 2.77 -3.32 -2.24
28 H 4.34 -0.83 1.46
29 H 2.58 -0.79 1.77
30 H 3.32 0.43 0.72
31 H 3.58 -2.38 -0.10
32 H 1.30 -1.86 -2.70
33 H 3.84 -3.09 -2.33
34 H 2.44 -3.78 -3.16
35 H 2.63 -4.03 -1.42

Results
**ΔE to the lowest compared entry with this formula, charge and spin**: 0.889 eV
**Orbital gap**: 8.0688 eV

(5)
DFT (ωB97M-V/def2-TZVPD) results for a 2-piece molecular cluster, C3H5OS overall in a non-equilibrium geometry.

CARTESIAN COORDINATES (ANGSTROEM)
1 C -1.76 1.31 0.04
2 C 0.06 -0.63 0.24
3 C -0.24 0.79 -0.23
4 O -2.06 2.42 0.40
5 S -3.31 -0.87 -0.44
6 H -0.28 -0.77 1.28
7 H -0.17 -1.35 -0.47
8 H 1.15 -0.68 0.41
9 H -0.28 0.97 -1.36
10 H 0.34 1.55 0.15

Results
**Orbital gap (alpha / beta)**: 5.7700 / 6.3909 eV
**Total charge**: -1
**2S+1**: 3

(6)
DFT (ωB97M-V/def2-TZVPD) results for a single C4H5NO3S molecule in a non-equilibrium geometry.

CARTESIAN COORDINATES (ANGSTROEM)
1 O -0.64 1.14 -2.76
2 C -0.40 0.60 -1.54
3 N 0.02 -0.55 -1.39
4 C 0.25 -0.76 0.12
5 O 1.57 -0.58 0.31
6 O -0.12 -2.04 0.70
7 S -1.76 -2.14 1.16
8 C -0.50 0.36 0.74
9 C -0.77 1.29 -0.18
10 H -0.76 2.08 -2.62
11 H 2.20 -1.19 -0.18
12 H -1.79 -1.80 2.41
13 H -0.59 0.29 1.83
14 H -1.43 2.09 -0.06

Results
**SMILES**: OC1=N[C@](O)(OS)C=C1
**ΔE to the lowest compared entry with this formula, charge and spin**: 2.144 eV
**Orbital gap**: 9.6207 eV